Record 1
Here is C33H42CrGeN7S as an isolated structure from the OMol25 dataset. Energies are from wB97M-V/def2-TZVPD.

```
85
Properties=species:S:1:pos:R:3:forces:R:3:lowdin_charge:R:1
Cr 11.636 15.219 8.803 -0.550 -0.658 -1.173 0.59
N 13.025 15.412 7.192 -0.620 -2.325 0.084 0.01
C 14.385 15.076 7.715 0.807 0.174 0.716 -0.17
C 14.620 15.449 9.196 0.423 1.127 -0.706 -0.15
C 13.924 14.539 10.202 1.425 0.339 0.337 -0.20
N 12.575 14.986 10.552 -0.629 0.067 -0.413 -0.06
H 12.938 14.706 6.422 -0.508 1.041 0.708 0.14
H 13.040 16.320 6.769 -0.113 0.742 -0.182 0.11
H 15.106 15.558 7.056 0.130 0.206 0.186 0.14
H 14.546 14.010 7.577 -0.199 -0.221 0.068 0.11
H 14.432 16.538 9.344 -0.377 -0.671 0.089 0.11
H 15.698 15.437 9.384 -0.065 -0.479 -0.142 0.14
H 14.551 14.449 11.095 -0.252 0.287 0.102 0.15
H 13.893 13.546 9.800 -0.314 -0.616 -0.268 0.08
H 12.585 15.875 11.071 0.024 -0.361 0.113 0.04
H 12.084 14.260 11.055 -0.055 -0.227 0.681 0.09
C 9.049 15.369 9.945 -0.721 -0.386 -0.686 -0.12
N 7.646 15.646 9.893 0.463 -0.037 -0.147 -0.06
C 6.963 14.590 9.110 -0.352 0.298 0.266 -0.12
N 7.470 14.579 7.753 0.341 0.145 -0.776 -0.07
C 8.890 14.342 7.688 -0.248 -0.135 0.579 -0.15
N 9.647 15.403 8.479 0.379 -0.418 1.033 -0.17
C 9.293 16.694 7.808 -0.098 1.185 0.595 -0.17
N 7.864 16.976 7.864 0.729 -0.987 -0.676 -0.06
C 7.436 16.949 9.242 -0.810 0.529 1.158 -0.15
C 7.165 15.879 7.142 -0.568 0.413 -0.512 -0.12
H 9.187 14.354 10.291 0.229 -0.410 0.098 0.13
H 9.562 16.054 10.602 0.269 0.474 -0.125 0.10
H 5.876 14.789 9.070 0.580 0.014 0.123 0.15
H 7.097 13.624 9.591 0.179 -0.079 0.065 0.14
H 9.279 14.442 6.679 -0.284 -0.189 -0.237 0.13
H 9.157 13.346 8.074 -0.224 0.368 0.021 0.11
H 9.666 16.629 6.789 -0.224 0.052 -0.257 0.14
H 9.826 17.497 8.326 -0.094 -0.130 -0.078 0.07
H 6.360 17.099 9.272 -0.125 0.278 -0.116 0.14
H 7.886 17.769 9.854 -0.044 -0.673 -0.556 0.15
H 7.500 15.883 6.086 -0.233 -0.007 0.531 0.15
H 6.059 16.066 7.177 1.034 -0.202 -0.046 0.16
S 11.820 17.711 10.014 0.013 -0.624 -0.054 0.73
C 11.406 19.328 9.597 -0.476 0.081 0.443 -0.68
N 10.969 20.163 10.580 0.594 0.144 -0.098 0.08
C 10.839 21.494 10.409 -0.196 0.047 -0.272 -0.01
C 11.056 22.052 9.176 0.011 0.261 -0.473 0.00
C 11.381 21.225 8.092 -0.365 -0.323 -0.252 0.02
C 11.519 19.863 8.333 0.298 0.142 -1.145 -0.09
H 10.858 19.800 11.518 0.009 -0.200 0.016 0.16
H 10.521 22.076 11.265 0.077 -0.109 -0.010 0.15
H 10.928 23.116 9.053 0.036 0.047 -0.002 0.13
H 11.477 21.569 7.036 -0.024 0.038 1.167 0.15
H 11.753 19.193 7.505 0.060 0.221 0.332 0.11
C 11.454 13.593 8.634 0.513 1.535 -0.176 0.01
Ge 11.420 11.423 8.540 0.185 1.176 0.752 1.05
C 10.842 11.346 10.407 -1.090 -0.611 -0.277 -0.28
C 11.686 11.809 11.400 0.357 -0.370 0.890 -0.15
C 11.304 11.761 12.752 0.111 -0.539 -1.496 -0.04
C 10.082 11.189 13.087 0.645 0.883 1.395 -0.04
C 9.218 10.735 12.122 -0.610 -0.110 -0.442 -0.05
C 9.563 10.843 10.787 1.274 0.519 -0.628 -0.07
C 10.259 11.103 7.103 0.112 0.273 -1.314 -0.34
C 10.215 11.896 5.939 -1.527 0.356 -0.619 -0.13
C 9.273 11.636 4.900 0.937 -1.533 1.836 -0.03
C 8.522 10.446 4.999 0.214 -0.487 0.277 -0.02
C 8.705 9.550 6.085 0.608 2.119 -0.742 -0.02
C 9.572 9.911 7.116 -1.243 -0.724 -0.282 -0.11
C 13.258 11.318 8.041 1.049 -0.727 -0.699 -0.30
C 14.250 11.110 9.002 1.306 -0.406 -0.504 -0.12
C 15.618 11.024 8.636 -1.037 0.467 -0.738 -0.03
C 15.966 11.155 7.283 -1.177 -0.029 1.084 -0.04
C 14.969 11.264 6.302 0.691 -0.312 0.016 -0.06
C 13.633 11.307 6.654 -0.179 0.345 1.280 -0.08
H 12.732 12.023 11.197 -0.097 0.310 -0.137 0.08
H 12.081 12.032 13.434 -0.106 0.213 0.826 0.11
H 9.809 11.165 14.145 0.006 -0.251 -0.352 0.13
H 8.265 10.300 12.414 0.153 0.086 -0.119 0.13
H 8.896 10.551 10.001 -0.419 -0.334 -0.138 0.09
H 10.770 12.829 5.852 0.194 -0.181 0.161 0.09
H 9.209 12.270 4.040 -0.088 0.250 -0.259 0.11
H 7.819 10.165 4.208 0.247 0.230 0.294 0.12
H 8.171 8.641 6.165 -0.492 -0.738 -0.174 0.11
H 9.615 9.228 7.947 0.209 -0.118 0.349 0.11
H 14.026 10.847 10.025 -0.273 0.325 0.192 0.10
H 16.373 10.864 9.394 -0.010 -0.083 -0.054 0.12
H 16.990 11.102 7.017 0.795 -0.049 -0.369 0.11
H 15.302 11.211 5.262 -0.396 0.147 0.229 0.13
H 12.875 11.288 5.891 -0.197 0.114 -0.172 0.09
```
Forces are in eV/Å.

The HOMO energy (alpha / beta) comes out at -16.35 / -16.35 eV. The multiplicity is 1. For the energy relative to the best compared isomer or geometry (same formula, charge and spin), the calculation gives 22.6 kJ/mol. Its electronic energy is -141076.6441 eV. Its HOMO-LUMO gap (alpha / beta) is 6.3 / 6.3 eV. The net charge is +3.

---

Record 2
Here is C33H42FMgN5Si2 as an isolated structure from the OMol25 dataset. Energies are from wB97M-V/def2-TZVPD.

```
84
Properties=species:S:1:pos:R:3:forces:R:3:lowdin_charge:R:1
Mg 0.134 0.484 0.233 -0.515 -1.349 -0.125 0.53
C 0.332 3.369 -1.034 -0.133 -0.533 0.533 -0.15
C -1.222 3.345 -1.006 1.049 -0.482 -1.348 -0.08
C -1.833 2.121 -1.699 0.005 0.204 0.614 -0.22
C -2.618 2.318 -2.833 0.812 0.855 0.707 -0.03
C -3.023 1.246 -3.557 0.048 -1.851 -0.376 -0.08
C -2.775 -0.027 -3.073 -0.221 -1.388 1.684 -0.02
C -2.089 -0.168 -1.832 0.025 0.620 -1.858 -0.09
N -1.564 0.884 -1.210 -0.435 1.110 0.025 0.05
N 0.851 2.659 0.155 0.322 -0.794 0.949 -0.20
C 2.287 2.366 0.052 1.665 0.047 -1.119 -0.16
C 2.868 1.335 1.012 -1.440 0.111 1.198 -0.24
C 4.084 1.458 1.720 -0.471 0.423 -1.292 -0.02
C 4.464 0.437 2.565 1.050 -1.655 -0.049 -0.05
C 3.595 -0.682 2.772 0.538 1.930 -1.233 -0.04
C 2.429 -0.700 2.051 -1.015 0.714 -0.228 -0.11
N 2.033 0.315 1.218 0.986 -0.863 1.030 0.08
C 0.504 3.351 1.428 -0.398 -0.387 -1.038 -0.09
C -0.673 2.731 2.209 0.920 0.021 0.052 -0.26
C -1.167 3.413 3.315 -0.131 0.272 -0.389 -0.02
C -2.408 3.024 3.803 -0.252 0.851 0.992 -0.06
C -3.056 1.927 3.275 -0.382 -0.597 -0.081 -0.05
C -2.363 1.189 2.317 -0.416 -0.484 -0.226 -0.14
N -1.176 1.556 1.805 -0.446 1.038 -0.319 0.06
H 0.685 4.411 -1.017 -0.036 -0.031 -0.023 0.12
H 0.752 2.873 -1.917 -0.265 0.037 0.136 0.12
H -1.499 4.241 -1.553 -0.512 0.031 0.018 0.11
H -1.529 3.431 0.014 -0.499 0.099 0.548 0.09
H -2.861 3.307 -3.188 0.226 0.216 0.092 0.11
H -3.435 1.352 -4.533 -0.636 0.205 -0.435 0.11
H -3.203 -0.965 -3.491 0.580 0.995 -0.095 0.12
H -1.781 -1.135 -1.461 -0.302 -0.214 0.172 0.11
H 2.913 3.276 0.135 -0.290 -0.055 -0.154 0.13
H 2.469 1.893 -0.962 -0.327 0.680 0.827 0.11
H 4.693 2.334 1.448 -0.010 -0.630 0.480 0.12
H 5.544 0.341 2.875 -1.419 0.513 0.234 0.13
H 3.800 -1.516 3.395 0.501 -0.426 0.488 0.10
H 1.704 -1.507 2.175 0.173 0.274 -0.346 0.08
H 0.295 4.381 1.150 -0.660 0.278 0.154 0.13
H 1.378 3.497 2.028 0.658 -0.533 0.679 0.12
H -0.603 4.274 3.693 -0.484 -0.280 -0.099 0.13
H -2.909 3.605 4.598 0.485 -0.356 -0.427 0.12
H -4.066 1.619 3.643 1.130 0.246 -0.498 0.13
H -2.798 0.253 1.938 0.486 0.447 0.043 0.11
C -0.120 -3.324 3.614 0.709 0.412 1.266 -0.17
Si -0.900 -1.613 3.230 0.674 -1.922 -1.432 0.38
C -0.062 -0.280 4.233 0.295 0.069 -0.138 -0.14
C -2.674 -1.817 3.791 -0.232 0.977 0.304 -0.18
N -0.605 -1.488 1.508 0.100 0.897 0.180 -0.12
C -0.889 -2.661 0.833 -0.990 -0.208 -0.941 -0.38
C -2.213 -3.233 0.792 1.292 -0.363 -0.956 -0.06
C -2.492 -4.454 0.147 -0.072 0.477 0.655 -0.13
C -1.536 -5.178 -0.530 1.887 1.859 0.219 -0.11
C -0.272 -4.521 -0.697 -0.396 -0.683 0.622 -0.02
C 0.040 -3.340 -0.014 -0.474 -0.123 -0.535 -0.21
F 1.259 -2.748 -0.259 -0.689 -0.510 0.436 0.01
H -0.676 -4.083 3.100 -0.352 -0.421 -0.407 0.01
H -0.068 -3.657 4.681 -0.109 0.434 -0.592 0.03
H 0.915 -3.371 3.230 -0.306 0.033 0.061 0.02
H -0.448 -0.224 5.241 -0.194 -0.110 0.364 0.03
H -0.224 0.690 3.781 0.119 0.253 0.025 0.00
H 1.022 -0.442 4.304 -0.282 -0.011 -0.063 0.03
H -3.158 -0.812 3.808 -0.050 -0.927 0.273 0.01
H -2.567 -2.212 4.791 -0.064 0.286 0.778 0.02
H -3.309 -2.566 3.333 0.063 0.133 -0.602 0.02
H -3.016 -2.619 1.157 -0.156 -0.064 0.364 0.08
H -3.483 -4.862 0.192 -0.495 -0.013 0.143 0.09
H -1.697 -6.175 -0.885 -0.134 -0.205 -0.410 0.08
H 0.485 -5.021 -1.303 0.002 0.347 0.187 0.11
C 3.708 0.017 -5.236 0.201 1.031 -1.004 -0.21
Si 1.951 -0.453 -4.705 -0.054 1.261 1.387 0.41
C 0.632 0.371 -5.804 1.208 0.784 -0.493 -0.19
C 1.779 -2.239 -4.939 1.634 -0.579 -1.740 -0.20
C 1.619 0.010 -2.890 -0.573 -0.222 0.249 -0.22
C 1.124 0.104 -1.745 0.773 -0.038 -1.430 -0.15
H 4.101 -0.589 -6.100 -0.517 0.424 0.790 0.04
H 4.431 -0.074 -4.408 -0.327 0.105 -0.292 0.02
H 3.694 1.097 -5.608 0.220 -1.221 0.600 0.04
H 1.213 1.060 -6.497 -0.895 -0.706 0.522 0.04
H -0.074 0.976 -5.240 0.000 0.027 0.076 0.00
H 0.081 -0.366 -6.391 0.090 0.082 -0.051 0.02
H 1.567 -2.410 -6.004 -0.164 0.050 0.071 0.04
H 0.986 -2.608 -4.382 -1.413 -1.004 1.156 0.00
H 2.713 -2.797 -4.787 -0.292 0.079 0.462 0.04
```
Forces are in eV/Å.

The HOMO energy comes out at -6.56 eV. The multiplicity is 1. For the energy relative to the best compared isomer or geometry (same formula, charge and spin), the calculation gives 0.0 kJ/mol. Its electronic energy is -66272.5732 eV. Its HOMO-LUMO gap is 6.8 eV.

---

Question: Which value of electronic energy does entry 1 give?
Answer: -141076.6441 eV

---

Question: The lowest electronic energy belongs to which entry?
Answer: C33H42CrGeN7S